Computed, not measured: C25H34FFeN5O6 as an isolated structure, with ωB97M-V/def2-TZVPD.

Last column: Mulliken charge in e.
CARTESIAN COORDINATES (ANGSTROEM)
Fe1 -0.906769 0.295901 0.455221  0.88
C1 0.502446 0.071090 5.082663  -0.98
N1 1.475476 -0.011827 3.992901  0.06
C2 2.859868 -0.145997 4.415634  -0.98
C3 1.074073 0.074545 2.731730  1.04
O1 -0.102672 0.303444 2.415041  -0.87
C4 2.098707 -0.089488 1.613118  -0.94
O2 1.442875 -0.277245 0.370445  -0.30
C5 1.577569 -1.546739 -0.233904  -0.93
C6 0.279726 -2.334935 -0.113082  1.08
O3 -0.630734 -1.875862 0.591809  -0.82
N2 0.186721 -3.479881 -0.782159  0.12
C7 -1.042934 -4.269800 -0.710774  -1.07
C8 1.300532 -4.048002 -1.528957  -0.89
H1 0.730202 0.921252 5.724969  0.33
H2 0.549412 -0.844344 5.673074  0.34
H3 -0.492397 0.186136 4.671828  0.29
H4 3.102678 0.665876 5.101375  0.35
H5 3.548805 -0.098252 3.577967  0.35
H6 2.999764 -1.088704 4.946723  0.35
H7 2.772479 -0.919938 1.824515  0.47
H8 2.678580 0.832195 1.529139  0.54
H9 2.401191 -2.111570 0.210857  0.72
H10 1.801286 -1.374570 -1.286963  0.13
H11 -1.795872 -3.706532 -0.172771  0.32
H12 -0.859010 -5.209412 -0.189257  0.37
H13 -1.400262 -4.478597 -1.718644  0.37
H14 1.704008 -3.338984 -2.253183  0.31
H15 0.942227 -4.917022 -2.071698  0.37
H16 2.107354 -4.370200 -0.867777  0.32
F1 1.535653 -1.506970 -6.184154  -0.34
C9 0.770850 -0.448834 -5.843491  0.29
C10 0.455078 -0.300793 -4.523249  -0.70
C11 -0.359943 0.745821 -4.091987  0.74
C12 -0.718836 0.850251 -2.684431  1.12
O4 -0.293185 0.047436 -1.821204  -0.44
C13 -1.602788 1.934171 -2.366623  -0.18
C14 -2.005577 2.805911 -3.314954  0.11
N3 -1.620662 2.724177 -4.617814  0.18
C15 -2.090474 3.728092 -5.550060  -0.30
C16 -2.022318 5.170303 -5.149289  -0.98
C17 -1.099153 4.647163 -6.203929  -0.45
C18 -0.827024 1.680451 -5.033428  -0.15
C19 -0.473455 1.516338 -6.378571  -0.80
C20 0.299505 0.453178 -6.817542  -1.15
N4 0.571195 0.353787 -8.208967  0.20
C21 1.633714 -0.528889 -8.693808  -0.73
C22 1.848618 -0.258919 -10.196990  -0.73
N5 1.265823 1.077228 -10.521002  -0.14
C23 -0.224719 1.031368 -10.412358  -0.77
C24 -0.582699 0.298040 -9.105752  -0.58
C25 -1.835631 1.945110 -0.882480  -0.01
O5 -2.694861 1.144800 -0.416128  -0.73
O6 -0.941569 2.494099 -0.203478  -0.60
H17 0.814964 -1.010939 -3.791648  0.73
H18 -2.672977 3.622947 -3.082662  0.68
H19 -2.943422 3.403721 -6.135404  0.40
H20 -1.597014 5.408193 -4.183996  0.36
H21 -2.843221 5.809924 -5.438465  0.27
H22 -0.052649 4.536274 -5.952516  0.26
H23 -1.285166 4.933789 -7.230211  0.31
H24 -0.802601 2.249879 -7.101586  0.85
H25 1.403218 -1.588382 -8.562783  0.44
H26 2.545377 -0.312074 -8.141873  0.51
H27 1.343896 -0.994524 -10.819926  0.35
H28 2.906269 -0.266500 -10.447723  0.38
H29 1.551578 1.400344 -11.444424  0.34
H30 1.612156 1.739174 -9.823510  0.38
H31 -0.618114 0.505789 -11.279872  0.36
H32 -0.597388 2.053559 -10.426726  0.43
H33 -0.856603 -0.743500 -9.317404  0.32
H34 -1.442075 0.769774 -8.642521  0.48

Atoms 1-6, force components in eV/Å:
Fe 0.52 -0.17 0.28
C -0.01 0.01 -0.02
N -0.28 0.07 -0.02
C 0.10 -0.06 0.03
C 0.27 0.00 -0.09
O -0.65 0.12 -0.38

Its gap between HOMO and LUMO (spin up / spin down) is 0.2989 / 0.2991 hartree. As for the charge: +2. The value obtained for the LUMO energy (spin up / spin down) is -4.8 / -4.8 eV. As for the spin multiplicity: 5. As for the calculated total energy: -3061.3900 Eh. For the HOMO energy (spin up / spin down), the calculation gives -12.92 / -12.93 eV.

Computed, not measured: a 8-piece molecular cluster, C4H22N2O9 overall, with ωB97M-V/def2-TZVPD.

Last column: Mulliken charge in e.
CARTESIAN COORDINATES (ANGSTROEM)
C1 0.071828 1.237125 -3.395690  0.08
N1 0.848534 1.084750 -2.260292  0.20
C2 1.012546 2.060213 -1.223527  -0.63
C3 1.865079 1.332529 -0.158346  0.38
N2 1.786155 1.718715 1.098784  0.12
C4 0.890789 2.781666 1.555823  -1.44
O1 2.688715 0.543050 -0.621218  -0.67
O2 0.023430 0.301323 -4.173533  -0.38
H1 -0.370992 2.206067 -3.633000  0.41
H2 1.441102 0.239970 -2.194597  0.36
H3 1.498982 2.946205 -1.650615  0.36
H4 0.045723 2.353651 -0.830930  0.49
H5 2.424206 1.342089 1.787414  0.33
H6 -0.095001 2.553137 1.155149  0.54
H7 0.859827 2.688673 2.635725  0.49
H8 1.164076 3.802397 1.325649  0.30
H9 -1.491310 -1.131256 3.500749  0.33
H10 -0.888818 -2.181624 2.615714  0.31
O3 -1.031030 -1.977077 3.548979  -0.63
H11 1.764634 -1.118681 0.016176  0.27
H12 2.566648 -2.359665 0.423670  0.30
O4 1.801412 -1.825019 0.664930  -0.58
H13 -0.394647 -2.094478 -0.095248  0.24
H14 -1.753837 -2.773363 -0.319023  0.36
O5 -1.259356 -2.220621 0.315620  -0.68
H15 -3.012148 -3.204312 -1.796319  0.35
H16 -1.551672 -3.254838 -2.099667  0.27
O6 -2.263976 -3.819319 -1.785208  -0.69
H17 0.031445 -0.331621 1.583776  0.42
H18 -1.247187 -0.667935 1.147975  0.34
O7 -0.823211 0.136260 1.538167  -0.62
H19 -1.268210 -1.021766 -2.786590  0.27
H20 -2.132085 -0.912786 -3.835031  0.35
O8 -2.230001 -1.130549 -2.887767  -0.57
H21 -0.448989 1.215057 2.857830  0.34
H22 -0.330785 0.307388 4.182483  0.33
O9 -0.191870 1.174647 3.791997  -0.66

Atoms 1-6, force components in eV/Å:
C 0.24 -0.37 -1.35
N -0.13 0.51 0.05
C -0.49 -0.95 0.53
C 1.73 0.97 -0.18
N -0.25 0.87 -0.33
C -0.48 -0.50 0.44

Its gap between HOMO and LUMO (spin up / spin down) is 0.3178 / 0.1386 hartree. As for the charge: +1. The value obtained for the LUMO energy (spin up / spin down) is -4.9 / -9.7 eV. As for the spin multiplicity: 2. As for the calculated total energy: -951.9172 Eh. For the HOMO energy (spin up / spin down), the calculation gives -13.50 / -13.50 eV.

Computed, not measured: a 2-piece molecular cluster, C4H9N overall, with ωB97M-V/def2-TZVPD.

Last column: Mulliken charge in e.
CARTESIAN COORDINATES (ANGSTROEM)
C1 1.335107 0.764726 -1.067876  -0.63
C2 2.041203 -0.360685 -0.846377  0.05
N1 1.431470 -1.527859 -0.484949  -0.50
H1 0.222311 0.717399 -0.999182  0.11
H2 1.780300 1.800470 -1.062103  0.23
H3 3.097903 -0.289300 -0.523308  0.24
H4 1.270438 -2.006997 -1.374551  0.25
H5 2.076760 -2.037556 0.134748  0.25
C3 -2.995513 0.773262 1.506998  -0.41
C4 -1.864502 0.491126 0.834964  -0.50
H6 -3.975756 0.392482 1.093639  0.22
H7 -2.817138 1.432618 2.385900  0.22
H8 -1.840102 -0.118408 -0.043430  0.23
H9 -0.932773 0.793730 1.216677  0.23

Atoms 1-6, force components in eV/Å:
C -0.05 0.55 0.46
C 0.86 4.01 1.67
N -0.33 -2.29 -0.39
H 1.05 0.00 -0.40
H -0.31 -1.47 -0.46
H -0.30 0.21 -0.87

Its gap between HOMO and LUMO is 0.3590 hartree. As for the charge: 0. The value obtained for the LUMO energy is 1.1 eV. As for the calculated total energy: -212.4675 Eh. As for the SMILES: C=CN.C=C. For the HOMO energy, the calculation gives -8.72 eV.

Computed, not measured: an isolated ion of composition C7H9F3NO and charge +1, with ωB97M-V/def2-TZVPD.

Last column: Mulliken charge in e.
CARTESIAN COORDINATES (ANGSTROEM)
C1 -0.508977 0.515584 0.108252  0.85
C2 -1.719461 0.393220 -0.706160  -0.55
C3 0.253138 1.774171 -0.164262  -0.75
C4 -2.270991 -0.990008 -0.343997  -0.70
C5 -1.047797 -1.585532 0.519505  -0.67
C6 2.124910 0.757963 0.929903  -0.07
C7 2.519952 -0.353814 -0.036035  0.96
N1 -0.109662 -0.477286 0.769072  -0.38
O1 1.414058 1.769076 0.723266  -0.23
F1 3.827460 -0.054102 -0.427059  -0.23
F2 2.434719 -1.578892 0.442345  -0.18
F3 1.763068 -0.285054 -1.117036  -0.21
H1 -2.536124 1.096019 -0.360060  0.28
H2 -1.552902 0.535228 -1.781140  0.43
H3 0.387849 1.898962 -1.265127  0.31
H4 -0.161007 2.763561 0.088497  0.41
H5 -3.015475 -0.874352 0.370867  0.29
H6 -2.723968 -1.573628 -1.092551  0.40
H7 -1.354381 -2.176770 1.557446  0.33
H8 -0.422616 -2.384294 -0.048652  0.28
H9 2.698206 0.829945 1.832933  0.43

Atoms 1-6, force components in eV/Å:
C -0.08 0.76 -0.52
C -2.88 0.12 -0.14
C -0.16 1.10 -0.26
C 2.85 -0.03 1.88
C 0.04 -3.52 0.62
C -0.22 0.02 0.30

Its gap between HOMO and LUMO is 0.3070 hartree. As for the charge: +1. The value obtained for the LUMO energy is -6.1 eV. As for the calculated total energy: -701.3609 Eh. For the HOMO energy, the calculation gives -14.47 eV.

Computed, not measured: C28H37N5NiO2P2 as an isolated structure, with ωB97M-V/def2-TZVPD.

Last column: Mulliken charge in e.
CARTESIAN COORDINATES (ANGSTROEM)
Ni1 0.009459 0.190882 -0.069914  -0.67
C1 0.516105 -0.849637 5.648752  -1.28
C2 -0.150244 -1.434856 4.403770  -0.18
C3 -1.297196 -0.597452 3.888623  0.75
C4 -2.478029 -0.614379 4.627562  -0.45
C5 -3.622368 0.037761 4.208973  -1.17
C6 -3.596476 0.718022 3.000699  -0.82
C7 -2.434377 0.783432 2.254212  0.95
C8 -2.433937 1.555616 0.959838  -0.61
C9 -1.714686 2.889609 1.054962  -1.33
C10 -1.257846 0.148484 2.697119  -0.54
N1 -0.124218 0.257087 1.892536  1.36
C11 1.106664 0.350053 2.417610  -0.96
C12 2.167093 0.075199 1.616539  0.78
C13 3.589696 0.205617 1.731247  -1.32
C14 4.154901 -0.030520 0.543455  -1.66
C15 3.067562 -0.225398 -0.490432  3.41
N2 1.869455 -0.588783 0.318599  0.47
H1 1.346826 -1.473406 5.976445  0.40
H2 -0.194212 -0.774391 6.472005  0.38
H3 0.897880 0.153987 5.462333  0.31
H4 -0.548532 -2.421565 4.656127  0.57
H5 0.590033 -1.598792 3.620425  -0.34
H6 -2.498700 -1.188204 5.546393  0.44
H7 -4.529019 -0.008691 4.795241  0.39
H8 -4.489251 1.206811 2.628403  0.42
H9 -3.478552 1.745427 0.682308  0.62
H10 -2.579754 0.026591 -0.342175  0.28
H11 -2.156000 3.482295 1.855237  0.46
H12 -1.807147 3.434573 0.115643  0.36
H13 -0.659965 2.733550 1.276434  0.08
H14 1.256670 0.698839 3.435189  0.42
H15 4.099457 0.485883 2.641423  0.57
H16 5.200458 -0.000149 0.283854  0.49
H17 4.492383 -0.610407 -1.923065  0.47
C16 2.684652 3.311102 0.673786  -1.47
P1 1.607011 2.238940 -0.370324  1.71
C17 1.144369 3.532735 -1.595822  -1.55
C18 2.819623 1.156489 -1.231022  -0.63
C19 3.244865 1.473779 -2.479860  -0.61
C20 3.661767 0.710600 -3.671933  -0.71
C21 3.318929 -0.574855 -3.956406  -0.84
C22 2.812695 -1.311802 -2.823491  -0.49
C23 3.478856 -0.946580 -1.708864  -1.38
P2 1.586973 -2.299932 0.838778  0.08
C24 3.149974 -3.170962 0.424621  -1.23
C25 0.515979 -3.014266 -0.463886  -1.00
H18 3.399961 3.849517 0.050796  0.41
H19 3.220001 2.719289 1.413136  0.30
H20 2.052935 4.032715 1.192939  0.45
H21 1.992374 4.097527 -1.983572  0.49
H22 0.496246 4.225068 -1.055238  0.47
H23 0.564145 3.125494 -2.418927  0.36
H24 3.101333 2.518397 -2.739783  0.20
H25 4.047156 1.327903 -4.476234  0.41
H26 3.310619 -0.930994 -4.979130  0.44
H27 1.868452 -1.836889 -2.850714  0.10
H28 3.444198 -3.078566 -0.620937  0.30
H29 2.979844 -4.225485 0.651461  0.51
H30 3.955594 -2.813578 1.063707  0.32
H31 0.917107 -2.985869 -1.476334  0.20
H32 -0.458221 -2.524110 -0.419010  0.04
H33 0.364525 -4.056328 -0.172993  0.62
N3 -1.237946 -1.027428 -2.469846  -0.02
C26 -1.422441 -0.996389 -3.798221  -0.39
C27 -0.537637 -0.074494 -4.304920  -1.54
C28 0.132259 0.420867 -3.179096  -0.86
N4 -0.304356 -0.154609 -2.067950  1.37
H34 -1.820327 -1.521940 -1.805725  0.22
H35 -2.147465 -1.633878 -4.269850  0.52
H36 -0.391172 0.206334 -5.329696  0.49
H37 0.925592 1.142309 -3.139538  0.68
O1 -4.642745 -0.908053 -0.935857  -0.48
N5 -3.477026 -1.122897 -0.824346  -0.36
O2 -1.876665 0.772168 -0.106101  -0.23

Atoms 1-6, force components in eV/Å:
Ni -1.54 -0.18 0.69
C -0.02 -0.02 -0.03
C 0.05 -0.02 -0.03
C 0.07 0.01 -0.04
C -0.10 0.06 0.01
C 0.09 -0.03 -0.03

Its gap between HOMO and LUMO (spin up / spin down) is 0.1791 / 0.1788 hartree. As for the charge: 0. The value obtained for the LUMO energy (spin up / spin down) is -0.1 / -0.2 eV. As for the calculated total energy: -3704.1659 Eh. For the HOMO energy (spin up / spin down), the calculation gives -5.02 / -5.02 eV.

Computed, not measured: one molecule with the formula C3H10N2, with ωB97M-V/def2-TZVPD.

Last column: Mulliken charge in e.
CARTESIAN COORDINATES (ANGSTROEM)
C1 -0.983091 1.031706 1.245170  -1.29
C2 -0.651960 -0.098030 0.157537  0.46
N1 -1.234138 -0.245316 -1.180345  -0.72
C3 0.832436 -0.092722 -0.019045  -0.83
N2 1.452508 -1.053173 -1.016960  -0.65
H1 -0.179280 1.016721 1.932556  0.37
H2 -1.982304 0.870678 1.750629  0.31
H3 -0.998315 2.050434 0.894124  0.36
H4 -0.965239 -1.132768 0.700391  0.16
H5 -0.993386 0.599319 -1.747760  0.29
H6 -0.602151 -0.818375 -1.823305  0.35
H7 1.264906 0.988714 -0.209611  0.35
H8 1.271592 -0.368888 0.949152  0.37
H9 1.315446 -1.940245 -0.516070  0.24
H10 2.452969 -0.808061 -1.116458  0.25

Atoms 1-6, force components in eV/Å:
C -2.09 -1.11 -1.62
C -0.24 -2.50 0.94
N 0.13 1.41 -2.27
C 3.41 1.33 0.59
N -0.96 0.77 0.94
H 0.64 -0.37 1.02

Its gap between HOMO and LUMO is 0.3760 hartree. As for the charge: 0. The value obtained for the LUMO energy is 1.0 eV. As for the calculated total energy: -229.7579 Eh. As for the SMILES: C[C@@H](N)CN. For the HOMO energy, the calculation gives -9.21 eV.

Computed, not measured: one molecule with the formula CH7P3, with ωB97M-V/def2-TZVPD.

Last column: Mulliken charge in e.
CARTESIAN COORDINATES (ANGSTROEM)
C1 -0.371007 -2.038084 0.225172  -1.03
P1 -0.101925 0.043867 -0.675671  0.08
P2 1.792593 0.553926 0.288311  -0.16
P3 -1.417407 1.430224 0.355070  -0.14
H1 0.652145 -2.238270 -0.104971  0.28
H2 -0.975814 -2.551279 -0.394734  0.40
H3 -0.368812 -2.078393 1.324824  0.30
H4 2.420077 1.068116 -0.898783  0.08
H5 1.527566 1.810454 0.886093  0.06
H6 -2.350952 1.576337 -0.681084  0.06
H7 -0.806469 2.423102 -0.324224  0.07

Atoms 1-6, force components in eV/Å:
C 4.00 4.61 0.87
P -0.56 -2.86 0.32
P 0.62 -0.20 -0.04
P -0.82 -0.50 0.95
H -0.01 -0.36 0.22
H -2.62 -1.57 -1.47

Its gap between HOMO and LUMO is 0.3388 hartree. As for the charge: 0. The value obtained for the LUMO energy is 0.9 eV. As for the calculated total energy: -1066.2610 Eh. As for the SMILES: CP(P)#[PH2]. For the HOMO energy, the calculation gives -8.30 eV.